Record 1
# C11H15N

A cluster of 2 separate species, C11H15N in total (ωB97M-V with the def2-TZVPD basis set, the OMol25 dataset).

Cartesian coordinates (Å):
C 1.47 1.93 -1.08
C 0.31 -1.63 -0.77
C 0.17 -0.29 -1.24
C 1.29 0.48 -0.80
C 2.06 -0.36 -0.05
C -0.73 -2.57 -0.86
C -1.74 -2.25 -1.74
C -1.06 0.08 -1.82
C -1.97 -0.91 -2.10
N 1.44 -1.59 0.03
H 1.78 -2.36 0.55
H -0.69 -3.56 -0.44
H 2.90 -0.16 0.60
H -2.42 -3.03 -2.07
H -1.40 1.11 -1.81
H 0.54 2.46 -1.18
H 1.95 2.06 -2.07
H -2.94 -0.67 -2.54
H 2.14 2.34 -0.34
C -0.68 1.53 1.91
C -0.07 0.71 3.02
H -1.11 0.98 1.06
H -1.58 2.06 2.24
H 0.08 2.16 1.43
H 0.07 -0.34 2.77
H -0.72 0.82 3.90
H 0.91 0.99 3.43

Results
HOMO level   -7.775 eV
2S+1   1
LUMO energy   0.925 eV

Record 2
# C11H15N

A cluster of 2 separate species, C11H15N in total (ωB97M-V with the def2-TZVPD basis set, the OMol25 dataset).

Cartesian coordinates (Å):
C -0.69 0.20 -2.54
C -0.24 -0.99 -0.33
C -1.14 -0.60 -1.37
C -0.98 -1.73 0.66
C -2.34 -1.03 -0.84
C 1.06 -0.48 -0.19
C 1.42 -0.45 1.14
C 0.69 -1.09 2.16
C -0.41 -1.92 1.87
N -2.30 -1.86 0.29
H 1.68 0.03 -0.91
H 2.17 0.31 1.22
H 1.22 -0.84 3.15
H -0.83 -0.26 -3.56
H 0.40 0.46 -2.49
H -3.18 -0.92 -1.54
H -3.07 -1.99 0.86
H -0.84 -2.60 2.59
H -1.26 1.04 -2.42
C 1.46 4.07 0.26
C 2.51 3.36 -0.51
H 0.37 3.62 0.09
H 1.72 3.81 1.31
H 1.34 5.14 0.15
H 2.02 2.56 -1.17
H 3.24 2.76 0.14
H 3.13 3.92 -1.35

Results
HOMO level   -7.675 eV
2S+1   1
LUMO energy   0.916 eV

Record 3
# C11H15N

A cluster of 2 separate species, C11H15N in total (ωB97M-V with the def2-TZVPD basis set, the OMol25 dataset).

Cartesian coordinates (Å):
C 0.13 -0.15 -4.03
C -0.27 1.16 -3.39
H 1.07 -0.10 -4.60
H 0.23 -0.99 -3.32
H -0.61 -0.42 -4.77
H 0.30 1.67 -2.61
H -1.23 0.95 -2.91
H -0.62 1.88 -4.12
C 2.67 0.81 0.35
C -0.48 -0.93 0.94
C 0.24 0.27 1.13
C 1.61 -0.06 0.88
C 1.69 -1.47 0.84
C -1.84 -0.99 0.82
C -2.52 0.21 1.09
C -0.44 1.46 1.34
C -1.84 1.38 1.38
N 0.46 -1.98 0.87
H 0.28 -2.92 0.53
H -2.39 -1.79 0.33
H 2.52 -2.14 0.65
H -3.59 0.24 1.00
H 0.03 2.41 1.57
H 2.22 1.23 -0.56
H 3.58 0.28 0.10
H -2.40 2.30 1.43
H 2.91 1.71 0.92

Results
HOMO level (spin up / spin down)   -13.022 / -13.472 eV
Total charge   +1
2S+1   2
LUMO energy (spin up / spin down)   -3.774 / -6.904 eV

Record 4
# C11H15N2

The ion C11H15N2 with charge +1 (ωB97M-V with the def2-TZVPD basis set, the OMol25 dataset).

Cartesian coordinates (Å):
C -1.74 3.37 -0.95
C -2.31 2.11 -1.09
C -0.42 3.38 -0.63
C -1.67 0.90 -1.03
C 0.27 2.18 -0.38
C -0.35 1.04 -0.70
C 0.21 -2.68 -0.88
C 0.73 -0.48 -0.60
C 0.83 -1.26 0.84
C -0.21 -0.88 1.89
C 2.17 -1.29 1.52
N 0.47 -2.68 0.39
N 0.22 -1.51 -1.48
H -2.27 4.25 -1.19
H -3.34 2.05 -1.50
H -0.03 4.32 -0.33
H -2.03 -0.11 -1.29
H 1.33 2.38 -0.23
H -0.17 -3.66 -1.30
H 1.81 -0.26 -1.01
H -0.18 -1.39 2.83
H -1.19 -1.13 1.58
H -0.21 0.18 2.12
H 2.83 -1.96 0.94
H 2.11 -1.72 2.53
H 2.43 -0.25 1.47
H 0.58 -3.53 0.90
H 0.12 -1.40 -2.42

Results
HOMO level   -12.698 eV
Total charge   +1
2S+1   1
LUMO energy   -2.986 eV

Record 5
# C11H15N2

A structure of composition C11H15N2 (ωB97M-V with the def2-TZVPD basis set, the OMol25 dataset).

Cartesian coordinates (Å):
C 2.69 0.17 2.88
C 1.33 0.06 3.00
C 3.30 -0.12 1.70
C 0.50 -0.33 1.94
C 2.54 -0.49 0.60
C 1.15 -0.52 0.68
C -1.40 1.26 -2.45
C -2.33 1.37 -1.24
C -0.94 -0.20 -2.39
C -1.48 0.63 -0.14
C -1.15 -1.80 -0.52
N 0.52 -0.74 -0.57
N -0.81 -0.47 -0.90
H 3.38 0.51 3.61
H 0.86 0.26 3.94
H 4.37 0.07 1.69
H -0.55 -0.40 1.88
H 2.90 -0.79 -0.31
H -1.63 1.23 -3.43
H -0.51 1.79 -2.28
H -2.55 2.28 -0.85
H -3.18 0.72 -1.48
H -1.76 -0.79 -2.75
H 0.01 -0.55 -2.87
H -0.63 1.26 0.21
H -2.05 0.26 0.60
H -1.12 -2.66 -1.11
H -1.45 -2.02 0.56

Results
HOMO level (spin up / spin down)   -11.356 / -13.290 eV
Total charge   +1
2S+1   3
LUMO energy (spin up / spin down)   -2.393 / -6.313 eV

Record 6
# C11H15N2O4

A cluster of 2 separate species, C11H15N2O4 in total (ωB97M-V with the def2-TZVPD basis set, the OMol25 dataset).

Cartesian coordinates (Å):
C -0.58 1.46 -2.60
C 0.55 1.14 -3.53
O 1.27 2.01 -4.01
O 0.67 -0.18 -3.87
C 1.59 -0.96 -3.10
C 1.20 -1.22 -1.65
C 2.04 -0.48 -0.61
N 2.05 0.93 -0.84
H -1.34 0.68 -2.67
H -1.00 2.42 -2.82
H -0.17 1.45 -1.60
H 1.60 -1.93 -3.60
H 2.60 -0.57 -3.18
H 1.36 -2.29 -1.48
H 0.15 -1.05 -1.49
H 3.04 -0.92 -0.55
H 1.57 -0.67 0.37
H 3.00 1.27 -0.85
C -2.94 0.85 2.12
C -3.07 -0.16 3.07
C -1.95 -0.84 3.51
C -0.71 -0.50 3.00
C -0.56 0.50 2.05
C -1.69 1.17 1.61
N 0.49 -1.20 3.46
O 0.36 -2.13 4.25
O 1.52 -0.80 3.00
H -3.81 1.38 1.78
H -4.04 -0.41 3.46
H -2.04 -1.63 4.25
H 0.42 0.74 1.64
H -1.59 1.95 0.86

Results
HOMO level   -1.859 eV
Total charge   -1
2S+1   1
LUMO energy   2.177 eV

Record 7
# C11H15N3O

The molecule C11H15N3O (ωB97M-V with the def2-TZVPD basis set, the OMol25 dataset).

Cartesian coordinates (Å):
C -2.46 -0.09 -0.38
C -1.39 -0.63 -1.24
C -0.15 -0.88 -0.75
C -1.61 -0.93 -2.59
C -0.64 -1.49 -3.33
C 0.62 -1.81 -2.81
C 0.11 2.04 0.79
C 1.23 0.25 2.14
C -0.59 1.73 3.10
C 2.23 -1.43 -1.18
C -0.12 0.99 1.83
N -2.14 0.18 0.80
N -1.10 -0.01 1.45
N 0.88 -1.36 -1.54
O 1.54 -2.32 -3.45
H -3.43 0.26 -0.80
H -2.62 -0.94 -2.92
H -0.92 -1.95 -4.37
H -0.86 2.70 0.62
H 0.96 2.68 1.05
H 0.20 1.57 -0.22
H 1.98 0.99 2.67
H 0.98 -0.57 2.75
H 1.61 -0.29 1.20
H -0.16 1.28 4.07
H -0.36 2.77 3.06
H -1.62 1.54 3.13
H 2.95 -1.63 -1.98
H 2.42 -0.44 -0.70
H 2.47 -2.23 -0.36

Results
HOMO level (spin up / spin down)   -8.063 / -8.085 eV
2S+1   1
LUMO energy (spin up / spin down)   -1.026 / -0.293 eV

Record 8
# C11H15N5S3Tc

A structure of composition C11H15N5S3Tc (ωB97M-V with the def2-TZVPD basis set, the OMol25 dataset).

Cartesian coordinates (Å):
Tc 0.11 0.25 -0.36
C 0.52 -3.91 -0.75
C 0.21 -2.55 -0.35
N 0.81 -1.48 -0.92
N 1.75 -1.58 -2.01
C 2.03 -0.42 -2.76
N 2.94 -0.57 -3.72
S 1.43 1.13 -2.37
C -0.60 -2.26 0.87
C -1.42 -3.19 1.62
C -2.06 -2.69 2.74
C -1.94 -1.31 3.05
C -1.24 -0.47 2.20
N -0.71 -0.94 1.07
H 1.46 -4.29 -0.29
H 0.66 -4.02 -1.79
H -0.23 -4.63 -0.37
H 2.08 -2.50 -2.27
H 3.39 -1.47 -3.86
H 3.34 0.18 -4.24
H -1.47 -4.23 1.40
H -2.70 -3.34 3.31
H -2.36 -0.93 4.01
H -1.11 0.60 2.46
S -1.69 1.57 -1.27
C -1.10 2.80 -0.25
N -1.41 4.10 -0.16
C -0.26 4.96 0.15
C 0.39 4.25 1.28
S 0.34 2.41 0.79
H -2.31 4.49 -0.50
H -0.64 5.96 0.49
H 0.37 5.00 -0.74
H -0.07 4.60 2.25
H 1.46 4.46 1.32

Results
HOMO level (spin up / spin down)   -22.877 / -22.794 eV
Total charge   +4
2S+1   4
LUMO energy (spin up / spin down)   -17.016 / -16.347 eV

Record 9
# C11H15N6PdS2

A structure of composition C11H15N6PdS2 (ωB97M-V with the def2-TZVPD basis set, the OMol25 dataset).

Cartesian coordinates (Å):
Pd 0.86 -0.26 -0.24
C -0.68 -1.06 3.78
C -0.43 -0.86 2.32
N 0.73 -0.74 1.80
N 1.86 -0.78 2.58
C 2.95 -0.76 1.86
N 4.11 -0.82 2.54
S 3.10 -0.68 0.11
C -1.58 -0.80 1.36
C -2.89 -0.87 1.81
C -3.92 -0.85 0.89
C -3.62 -0.77 -0.46
C -2.29 -0.71 -0.83
N -1.29 -0.71 0.05
H 0.26 -1.12 4.32
H -1.24 -1.98 3.94
H -1.28 -0.24 4.17
H 4.09 -0.91 3.54
H 4.99 -0.80 2.05
H -3.09 -0.94 2.87
H -4.95 -0.89 1.22
H -4.39 -0.77 -1.22
H -2.00 -0.66 -1.88
S 0.57 2.17 -0.12
C 0.74 1.72 -1.75
N 1.90 1.48 -2.37
C 1.75 1.37 -3.83
C 0.22 1.48 -4.01
N -0.27 1.60 -2.63
H 2.76 1.66 -1.89
H 2.14 0.42 -4.18
H 2.29 2.17 -4.32
H -0.19 0.59 -4.49
H -0.06 2.35 -4.60
H -1.17 1.96 -2.38

Results
HOMO level (spin up / spin down)   -11.011 / -11.202 eV
Total charge   +1
2S+1   3
LUMO energy (spin up / spin down)   -3.239 / -4.831 eV

Record 10
# C11H15N7O6

A cluster of 2 separate species, C11H15N7O6 in total (ωB97M-V with the def2-TZVPD basis set, the OMol25 dataset).

Cartesian coordinates (Å):
O 3.37 -1.86 -2.01
N 3.51 -0.89 -1.26
O 4.05 0.18 -1.63
C 3.06 -0.91 0.14
C 2.90 0.32 0.77
C 2.21 0.41 2.00
N 1.83 1.74 2.47
O 2.46 2.73 2.04
O 0.88 1.84 3.29
C 1.75 -0.76 2.66
C 2.03 -1.99 2.09
N 1.34 -3.20 2.32
O 0.69 -3.61 3.25
O 1.42 -3.91 1.12
N 2.18 -3.26 0.19
C 2.58 -2.11 0.80
H 3.20 1.24 0.26
H 1.26 -0.74 3.63
C -2.22 1.33 -0.31
N -1.57 0.27 0.41
C -0.89 -0.73 -0.39
C -1.62 0.02 1.75
N -0.87 -0.97 2.15
N -2.39 0.79 2.59
C -2.77 2.17 2.33
C -2.75 0.27 3.89
H -3.30 1.36 -0.13
H -1.77 2.31 -0.09
H -2.05 1.13 -1.37
H -0.75 -1.61 0.26
H -1.47 -0.99 -1.29
H 0.11 -0.37 -0.69
H -0.93 -1.15 3.15
H -1.92 2.73 1.92
H -3.67 2.23 1.69
H -3.03 2.61 3.31
H -1.86 -0.15 4.38
H -3.12 1.09 4.51
H -3.53 -0.49 3.81

Results
HOMO level   -8.661 eV
2S+1   1
LUMO energy   -2.123 eV

Record 11
# C11H15NS

A cluster of 2 separate species, C11H15NS in total (ωB97M-V with the def2-TZVPD basis set, the OMol25 dataset).

Cartesian coordinates (Å):
C 0.23 1.93 -2.18
C -0.52 0.81 0.01
C 0.36 1.44 -0.77
C 1.37 0.67 1.16
C 1.61 1.44 0.00
C 2.40 0.45 2.06
C 2.85 2.01 -0.27
C 3.65 1.01 1.81
C 3.84 1.81 0.69
N 0.03 0.29 1.18
H -1.56 0.55 -0.17
H -0.39 -0.50 1.63
H 0.21 3.01 -2.30
H -0.66 1.49 -2.61
H 2.23 -0.03 3.02
H 3.06 2.64 -1.11
H 4.44 0.81 2.52
H 4.71 2.45 0.64
H 1.18 1.67 -2.67
C -2.94 -3.27 -1.56
C -3.49 -2.09 1.01
S -2.16 -2.74 -0.02
H -3.18 -4.33 -1.64
H -3.81 -2.62 -1.66
H -2.26 -3.16 -2.40
H -3.99 -1.25 0.51
H -3.05 -1.60 1.88
H -4.15 -2.91 1.26

Results
HOMO level   -7.764 eV
2S+1   1
LUMO energy   0.786 eV

Record 12
# C11H16

The molecule C11H16 (ωB97M-V with the def2-TZVPD basis set, the OMol25 dataset).

Cartesian coordinates (Å):
C -1.45 0.43 -0.64
C -2.70 -0.09 -1.21
C 1.42 -0.21 -0.52
C 0.95 0.91 -1.47
C 0.71 -0.05 0.87
C -0.58 0.53 0.34
C -0.35 1.43 -0.85
C 0.92 -1.35 1.70
C -0.59 2.92 -0.80
C -0.19 -2.35 1.66
C 2.05 -1.52 2.36
H -2.94 -1.07 -0.80
H -2.60 -0.16 -2.29
H 1.13 -1.18 -0.93
H 2.50 -0.22 -0.40
H 1.68 1.72 -1.49
H 0.83 0.54 -2.49
H 1.22 0.76 1.42
H 0.26 3.44 -0.36
H -1.47 3.14 -0.21
H -0.74 3.32 -1.81
H -1.08 -1.91 2.11
H 0.08 -3.25 2.20
H -0.43 -2.60 0.63
H 2.26 -2.42 2.91
H 2.82 -0.76 2.37
H -3.53 0.59 -0.99

Results
HOMO level   -8.226 eV
2S+1   1
LUMO energy   0.877 eV

In order of appearance, strongest force on any atom = 0.034; 0.100; 0.039; 0.128; 0.131; 0.041; 0.087; 0.058; 0.016; 0.057; 0.039; 0.034 Eh/bohr.